No. 1
ORCA calculation (wB97M-V/def2-TZVPD) on C26H36AuNOSi as an isolated structure.

Last column: natural (NBO) charge in e.
Geometry (Å):
C  -2.565  -1.112  -0.263  -0.18
C  -2.049  -0.732  -1.519  -0.30
C  -0.715  -1.157  -1.594  -0.10
H  -2.595  -0.241  -2.328  0.23
C  -0.347  -1.800  -0.363  -0.48
C  -1.574  -1.880  0.424  -0.24
H  0.492  -2.478  -0.326  0.23
C  -2.266  2.416  0.286  -0.27
C  -2.692  2.482  -1.065  -0.08
C  -1.542  2.492  -1.907  -0.38
H  -3.716  2.496  -1.397  0.21
C  -0.404  2.453  -1.059  0.10
C  -0.850  2.399  0.295  -0.23
H  -0.103  -1.096  -2.482  0.22
H  -1.787  -2.663  1.150  0.25
H  -3.584  -0.918  0.067  0.23
H  -0.171  2.321  1.145  0.23
H  -1.523  2.478  -3.001  0.22
H  -2.879  2.417  1.168  0.21
Au  0.084  -0.794  1.608  0.64
C  1.045  2.287  -1.409  -0.08
C  1.840  3.416  -0.765  -0.60
C  1.285  2.279  -2.918  -0.60
H  1.476  4.366  -1.178  0.22
H  2.905  3.350  -1.003  0.21
H  1.705  3.451  0.316  0.22
H  0.969  3.219  -3.378  0.22
H  0.748  1.462  -3.407  0.21
H  2.352  2.148  -3.118  0.21
C  1.341  0.831  -0.867  -0.56
C  2.512  0.423  -0.009  0.74
H  1.400  0.173  -1.747  0.24
H  0.457  0.467  -0.267  0.27
O  2.456  0.554  1.226  -0.57
N  3.482  -0.329  -0.737  -0.71
C  3.176  -1.787  -0.660  -0.25
H  4.430  -0.156  -0.407  0.39
C  2.613  -2.376  -1.929  -0.04
C  2.027  -3.644  -1.822  -0.21
H  2.018  -4.125  -0.842  0.21
C  1.401  -4.250  -2.910  -0.20
H  0.911  -5.219  -2.777  0.22
C  1.411  -3.609  -4.158  -0.22
H  0.950  -4.098  -5.026  0.22
C  2.046  -2.364  -4.297  -0.21
H  2.080  -1.879  -5.281  0.22
C  2.640  -1.740  -3.180  -0.22
H  3.132  -0.770  -3.294  0.23
H  2.448  -1.980  0.156  0.21
H  4.095  -2.326  -0.368  0.23
C  -3.150  -0.419  2.952  -1.13
Si  -1.804  0.275  4.062  1.65
C  -2.216  2.089  4.253  -1.12
C  -1.847  -0.637  5.690  -1.12
C  0.035  0.127  3.506  -1.32
H  -4.145  -0.267  3.397  0.23
H  -3.033  -1.496  2.783  0.22
H  -3.152  0.081  1.977  0.23
H  -2.901  2.235  5.096  0.23
H  -1.304  2.662  4.446  0.24
H  -2.702  2.503  3.363  0.23
H  -1.700  -1.714  5.546  0.23
H  -1.044  -0.266  6.338  0.24
H  -2.799  -0.502  6.220  0.23
H  0.605  1.072  3.436  0.23
H  0.590  -0.596  4.156  0.23

## Properties
spin multiplicity = 3
calculated total energy = -1567.32825 Eh
gap between HOMO and LUMO (spin up / spin down) = 8.269 / 5.840 eV
HOMO energy (spin up / spin down) = -7.6 / -7.7 eV

No. 2
ORCA calculation (wB97M-V/def2-TZVPD) on a 6-piece molecular cluster, C28H50NO18P overall.

Last column: Löwdin charge in e.
Geometry (Å):
C  5.256  0.868  2.152  -0.02
C  5.631  -0.136  3.223  -0.35
C  6.894  -0.889  2.929  -0.11
O  6.702  -2.093  3.652  0.06
C  5.350  -2.288  3.724  -0.49
O  4.821  -3.315  4.111  0.12
O  4.673  -1.179  3.299  0.08
H  5.965  1.702  2.129  0.09
H  5.232  0.403  1.161  0.09
H  4.252  1.264  2.336  0.09
H  5.671  0.355  4.202  0.16
H  7.786  -0.364  3.281  0.14
H  7.019  -1.139  1.870  0.14
C  1.235  2.321  -3.852  -0.02
C  2.685  2.607  -3.516  -0.35
C  3.561  1.392  -3.538  -0.11
O  4.602  1.754  -2.647  0.07
C  4.060  2.647  -1.764  -0.49
O  4.609  3.032  -0.748  0.12
O  2.818  3.047  -2.175  0.09
H  1.123  2.035  -4.902  0.09
H  0.834  1.517  -3.225  0.07
H  0.617  3.205  -3.660  0.09
H  3.073  3.398  -4.169  0.16
H  3.960  1.181  -4.535  0.15
H  3.072  0.491  -3.150  0.14
C  6.193  5.650  -0.073  -0.02
C  7.239  6.491  -0.777  -0.35
C  7.353  7.887  -0.242  -0.12
O  7.856  8.598  -1.359  0.06
C  7.425  7.926  -2.470  -0.51
O  7.511  8.349  -3.609  0.13
O  6.881  6.718  -2.130  0.09
H  6.493  5.428  0.956  0.09
H  5.223  6.159  -0.051  0.10
H  6.039  4.707  -0.607  0.06
H  8.206  5.974  -0.767  0.16
H  8.042  7.956  0.604  0.14
H  6.390  8.327  0.042  0.14
C  4.614  -5.771  2.611  -0.04
C  4.154  -6.965  1.800  -0.35
C  5.107  -7.359  0.712  -0.12
O  4.252  -7.995  -0.222  0.06
C  3.014  -7.437  -0.055  -0.51
O  2.073  -7.606  -0.809  0.13
O  2.977  -6.660  1.070  0.08
H  5.490  -6.021  3.217  0.10
H  4.866  -4.924  1.964  0.08
H  3.812  -5.429  3.275  0.08
H  3.928  -7.807  2.465  0.16
H  5.880  -8.048  1.061  0.14
H  5.584  -6.506  0.217  0.14
C  -11.244  3.431  -2.120  -0.02
C  -10.869  2.426  -1.050  -0.35
C  -9.606  1.673  -1.343  -0.11
O  -9.798  0.469  -0.621  0.02
C  -11.150  0.274  -0.549  -0.50
O  -11.679  -0.752  -0.162  0.14
O  -11.827  1.384  -0.973  0.09
H  -10.535  4.264  -2.143  0.09
H  -11.268  2.965  -3.111  0.09
H  -12.248  3.827  -1.937  0.09
H  -10.829  2.918  -0.070  0.16
H  -8.714  2.198  -0.992  0.15
H  -9.481  1.424  -2.403  0.14
C  2.025  -2.879  1.340  -0.09
C  0.707  -2.478  0.440  -0.26
O  0.671  -1.022  0.166  -0.22
C  -0.588  -0.766  -0.580  -0.17
C  -1.517  0.392  0.164  -0.15
O  -2.649  -0.185  0.941  -0.26
C  -3.935  0.144  0.306  -0.39
P  -5.462  -0.030  1.456  0.91
O  -5.204  -1.180  2.739  -0.39
C  -6.850  -0.707  0.269  -0.37
C  -6.672  -2.322  0.065  -0.26
C  -8.063  -3.184  0.012  -0.29
N  -9.193  -2.645  0.859  -0.04
H  1.811  -3.831  1.995  0.09
H  2.956  -3.015  0.628  0.09
H  2.237  -1.983  2.068  0.08
H  -0.261  -2.728  1.079  0.14
H  0.678  -3.145  -0.532  0.13
H  -0.255  -0.299  -1.624  0.12
H  -1.191  -1.741  -0.834  0.13
H  -1.856  1.136  -0.680  0.12
H  -0.872  1.003  0.931  0.14
H  -4.094  -0.623  -0.574  0.10
H  -3.966  1.258  -0.118  0.11
H  -6.117  -1.619  2.863  0.06
H  -7.921  -0.352  0.573  0.06
H  -6.620  -0.207  -0.789  0.09
H  -5.982  -2.844  0.884  0.10
H  -6.108  -2.511  -0.971  0.11
H  -8.384  -3.296  -1.110  0.12
H  -7.804  -4.268  0.421  0.12
H  -8.762  -2.219  1.733  0.08
H  -9.611  -1.817  0.341  0.04

## Properties
calculated total energy = -2847.20769 Eh
gap between HOMO and LUMO = 8.233 eV
HOMO energy = -7.9 eV
structure (SMILES) = C[C@@H]1COC(=O)O1.C[C@@H]1COC(=O)O1.C[C@@H]1COC(=O)O1.C[C@@H]1COC(=O)O1.C[C@@H]1COC(=O)O1.CCOCCOCP(O)CCCN

No. 3
ORCA calculation (wB97M-V/def2-TZVPD) on C11H15NPPd as an isolated structure.

Last column: natural (NBO) charge in e.
Geometry (Å):
C  0.342  2.338  -0.756  -0.26
C  0.292  2.334  0.697  -0.25
C  -1.019  1.870  1.084  -0.15
C  -1.738  1.529  -0.080  -0.22
C  -0.897  1.728  -1.215  -0.22
Pd  0.613  0.313  -0.197  0.40
P  2.248  -1.034  -0.410  0.07
H  1.182  2.663  -1.376  0.28
H  1.073  2.688  1.355  0.27
H  -1.407  1.866  2.098  0.27
H  -1.183  1.597  -2.257  0.27
H  -2.794  1.213  -0.115  0.27
H  2.427  -2.027  0.626  0.09
H  3.377  -0.152  -0.348  0.07
H  2.255  -1.706  -1.683  0.09
N  -1.143  -1.729  0.944  -0.77
C  -1.446  -3.079  1.048  0.13
C  -2.482  -3.656  0.298  -0.24
C  -2.752  -5.020  0.403  -0.24
C  -2.060  -5.856  1.293  -0.15
C  -1.069  -5.262  2.078  -0.22
C  -0.748  -3.899  1.972  -0.25
H  -1.857  -1.146  0.506  0.38
H  -0.221  -1.495  0.540  0.31
H  -3.073  -3.027  -0.370  0.21
H  -3.517  -5.469  -0.221  0.22
H  -2.288  -6.940  1.352  0.22
H  -0.536  -5.895  2.779  0.22
H  0.003  -3.476  2.625  0.21

## Properties
spin multiplicity = 5
calculated total energy = -951.61760 Eh
gap between HOMO and LUMO (spin up / spin down) = 4.189 / 5.146 eV
HOMO energy (spin up / spin down) = -6.9 / -11.6 eV
total charge = +1